Molecular formula: C3H4BrN3O2S
Method: DFT, wB97M-V/def2-TZVPD

Computed properties:
LUMO level: -0.533 eV
HOMO-LUMO gap: 9.050 eV
Total charge: 0
F_max: 4.67 eV Å⁻¹

Atoms and positions in Å:
C1 0.1749 -0.1258 -1.6827
C2 -0.6175 0.2930 0.7883
C3 -0.5285 -0.9390 -0.7124
N1 1.2055 0.5796 -1.4668
N2 0.3840 0.9910 0.9602
N3 -1.7623 0.1837 1.4324
O1 2.4381 2.0955 0.0604
O2 2.5030 -0.3022 0.5674
S1 1.8075 0.8292 0.0568
Br1 0.4339 -2.3784 0.1192
H1 -0.2664 -0.0402 -2.6770
H2 -1.5187 -1.2762 -0.9903
H3 -2.4069 -0.5590 1.2183
H4 -1.8466 0.6488 2.3262

Atom charges from the Löwdin analysis, given in e for atoms 1 to 8: -0.268, -0.415, -0.560, -0.031, 0.001, 0.155, -0.268, -0.338